1.
Formula: C12H18AgF3O6
Source: the OMol25 dataset
Level of theory: the ωB97M-V functional and the def2-TZVPD basis

Summary:
E_LUMO (alpha / beta)   2.416 / 2.179 eV
Gap between HOMO and LUMO (alpha / beta)   0.2507 / 0.2215 hartree
Energy   -1365.942105 hartree
<S²>   0.758
Max |F|   6.3 eV/Å

```
! wB97M-V def2-TZVPD RIJCOSX def2/J DEFGRID3
* xyz -1 2
Ag 0.829 1.503 -0.610
F 1.236 3.870 -0.636
F 2.848 1.096 -1.593
F 0.052 1.867 -2.746
O -0.170 -0.546 -0.979
C -0.340 -1.534 -1.726
O -1.347 -2.342 -1.426
C -1.305 -3.619 -2.152
C 0.027 -3.543 -2.805
C 0.411 -2.096 -2.840
H -2.232 -3.887 -2.657
H -1.289 -4.501 -1.512
H -0.119 -4.032 -3.768
H 0.627 -4.131 -2.111
H -0.096 -1.609 -3.673
H 1.479 -1.907 -2.735
O -1.463 1.363 0.479
C -2.552 0.904 0.432
O -2.829 -0.222 1.079
C -4.153 -0.652 0.989
C -4.615 0.071 -0.137
C -3.820 1.328 -0.406
H -4.746 -0.424 1.875
H -4.077 -1.717 0.772
H -5.672 0.328 -0.075
H -4.675 -0.601 -0.993
H -4.228 2.218 0.074
H -3.493 1.511 -1.430
O 1.570 1.012 1.536
C 2.563 1.279 2.187
O 3.433 0.310 2.641
C 4.684 0.818 2.735
C 4.502 2.355 3.062
C 3.080 2.656 2.523
H 5.201 0.801 1.776
H 5.171 0.262 3.537
H 5.192 2.928 2.442
H 4.710 2.402 4.131
H 3.143 3.194 1.578
H 2.462 3.287 3.163
*
```

Atomic charges from the Mulliken analysis, expressed in e, are listed below: atom 1 (Ag): 1.52, atom 2 (F): -0.75, atom 3 (F): -0.84, atom 4 (F): -0.59, atom 5 (O): -0.33, atom 6 (C): 0.19, atom 7 (O): -0.32, atom 8 (C): -0.45, atom 9 (C): -0.43, atom 10 (C): -0.35, atom 11 (H): 0.34, atom 12 (H): 0.24, atom 13 (H): 0.28, atom 14 (H): 0.26, atom 15 (H): 0.22, atom 16 (H): 0.35, atom 17 (O): -0.68, atom 18 (C): 0.46, atom 19 (O): -0.33, atom 20 (C): -0.30, atom 21 (C): -0.55, atom 22 (C): -0.45, atom 23 (H): 0.24, atom 24 (H): 0.24, atom 25 (H): 0.38, atom 26 (H): 0.22, atom 27 (H): 0.29, atom 28 (H): 0.28, atom 29 (O): -0.66, atom 30 (C): 0.36, atom 31 (O): -0.35, atom 32 (C): -0.34, atom 33 (C): -0.53, atom 34 (C): -0.33, atom 35 (H): 0.25, atom 36 (H): 0.31, atom 37 (H): 0.31, atom 38 (H): 0.26, atom 39 (H): 0.26, atom 40 (H): 0.32


2.
Formula: C28H57ClO10S
Source: the OMol25 dataset
Level of theory: the ωB97M-V functional and the def2-TZVPD basis

Summary:
Structure (SMILES)   CCOCCO[C@](S)(Cl)OC(=O)CC[C@@H](C)CCC=C(C)C.COCCOCCOC.COCCOCCOC
E_LUMO   0.464 eV
Gap between HOMO and LUMO   0.2828 hartree
Energy   -2711.597561 hartree
Max |F|   1.9 eV/Å

```
! wB97M-V def2-TZVPD RIJCOSX def2/J DEFGRID3
* xyz 0 1
C 5.365 -5.304 -2.994
C 4.513 -4.081 -3.335
O 5.277 -2.919 -3.041
C 4.716 -1.716 -3.539
C 4.065 -0.941 -2.408
O 3.219 -1.785 -1.616
C 1.867 -1.624 -1.755
S 1.091 -3.123 -1.053
Cl 1.336 -1.611 -3.483
O 1.558 -0.424 -1.108
C 0.224 -0.040 -0.935
O -0.351 -0.322 0.074
C -0.385 0.816 -2.008
C -1.909 0.750 -2.070
C -2.484 -0.246 -3.083
C -2.031 -0.013 -4.524
C -2.281 -1.701 -2.635
C -3.248 -2.139 -1.512
C -4.032 -3.329 -2.006
C -3.473 -4.582 -1.892
C -3.163 -5.198 -0.550
C -3.097 -5.408 -3.088
H 4.784 -6.063 -2.473
H 6.205 -5.029 -2.362
H 5.736 -5.757 -3.912
H 4.217 -4.111 -4.386
H 3.626 -4.094 -2.699
H 5.531 -1.134 -3.971
H 4.012 -1.956 -4.337
H 4.870 -0.629 -1.742
H 3.568 -0.030 -2.742
H 1.804 -3.228 0.075
H 0.088 0.655 -2.971
H -0.119 1.844 -1.738
H -2.258 1.741 -2.370
H -2.355 0.555 -1.097
H -3.568 -0.091 -3.079
H -2.359 -0.859 -5.129
H -2.521 0.865 -4.947
H -0.952 0.061 -4.643
H -2.492 -2.317 -3.511
H -1.247 -1.905 -2.355
H -3.892 -1.318 -1.188
H -2.642 -2.454 -0.656
H -5.015 -3.171 -2.445
H -3.826 -6.060 -0.474
H -3.309 -4.492 0.262
H -2.141 -5.595 -0.520
H -3.890 -5.461 -3.839
H -2.814 -6.421 -2.797
H -2.222 -4.944 -3.545
C 1.374 -3.025 8.011
O 0.724 -2.864 6.771
C -0.564 -2.283 6.880
C -0.863 -1.372 5.711
O -0.179 -0.131 5.737
C 1.213 -0.122 5.460
C 1.572 -0.412 4.020
O 1.449 -1.792 3.725
C 1.027 -2.034 2.400
H 0.897 -3.809 8.611
H 2.404 -3.314 7.807
H 1.383 -2.088 8.579
H -0.654 -1.714 7.812
H -1.305 -3.094 6.891
H -1.922 -1.108 5.773
H -0.717 -1.889 4.761
H 1.759 -0.779 6.140
H 1.531 0.901 5.674
H 2.617 -0.116 3.852
H 0.928 0.183 3.362
H 0.111 -1.488 2.168
H 0.825 -3.102 2.308
H 1.809 -1.750 1.686
C -0.992 9.501 1.129
O -0.989 8.093 1.181
C -2.287 7.524 1.146
C -2.300 6.224 0.374
O -2.200 6.369 -1.033
C -0.951 6.753 -1.585
C 0.123 5.691 -1.512
O 0.655 5.579 -0.203
C 1.025 4.263 0.134
H -1.380 9.933 2.059
H 0.038 9.827 0.991
H -1.587 9.866 0.284
H -3.002 8.219 0.691
H -2.601 7.322 2.178
H -3.276 5.762 0.539
H -1.549 5.531 0.759
H -0.598 7.695 -1.160
H -1.158 6.931 -2.642
H 0.941 5.968 -2.191
H -0.299 4.733 -1.841
H 0.191 3.568 -0.027
H 1.285 4.250 1.191
H 1.893 3.938 -0.453
*
```

Atomic charges from the Mulliken analysis, expressed in e, are listed below: atom 1 (C): -1.24, atom 2 (C): 0.37, atom 3 (O): -0.40, atom 4 (C): -0.50, atom 5 (C): -0.59, atom 6 (O): -0.29, atom 7 (C): 0.19, atom 8 (S): -0.10, atom 9 (Cl): -0.16, atom 10 (O): -0.31, atom 11 (C): 0.25, atom 12 (O): -0.35, atom 13 (C): 0.28, atom 14 (C): -0.98, atom 15 (C): 0.49, atom 16 (C): -1.75, atom 17 (C): 0.34, atom 18 (C): -0.55, atom 19 (C): -1.05, atom 20 (C): 0.86, atom 21 (C): -1.33, atom 22 (C): -1.26, atom 23 (H): 0.33, atom 24 (H): 0.31, atom 25 (H): 0.30, atom 26 (H): 0.28, atom 27 (H): -0.07, atom 28 (H): 0.37, atom 29 (H): 0.27, atom 30 (H): 0.41, atom 31 (H): 0.34, atom 32 (H): 0.12, atom 33 (H): 0.42, atom 34 (H): -0.34, atom 35 (H): 0.55, atom 36 (H): 0.37, atom 37 (H): 0.43, atom 38 (H): 0.46, atom 39 (H): 0.41, atom 40 (H): 0.29, atom 41 (H): 0.53, atom 42 (H): -0.89, atom 43 (H): 0.63, atom 44 (H): 0.09, atom 45 (H): 0.34, atom 46 (H): 0.37, atom 47 (H): 0.40, atom 48 (H): 0.30, atom 49 (H): 0.33, atom 50 (H): 0.41, atom 51 (H): 0.23, atom 52 (C): -0.79, atom 53 (O): -0.27, atom 54 (C): -0.59, atom 55 (C): -0.21, atom 56 (O): -0.46, atom 57 (C): -0.47, atom 58 (C): -0.37, atom 59 (O): -0.41, atom 60 (C): -0.64, atom 61 (H): 0.33, atom 62 (H): 0.23, atom 63 (H): 0.35, atom 64 (H): 0.36, atom 65 (H): 0.38, atom 66 (H): 0.41, atom 67 (H): 0.03, atom 68 (H): 0.15, atom 69 (H): 0.42, atom 70 (H): 0.41, atom 71 (H): 0.21, atom 72 (H): 0.36, atom 73 (H): 0.30, atom 74 (H): 0.29, atom 75 (C): -0.79, atom 76 (O): -0.28, atom 77 (C): -0.59, atom 78 (C): -0.25, atom 79 (O): -0.47, atom 80 (C): -0.46, atom 81 (C): -0.15, atom 82 (O): -0.34, atom 83 (C): -0.62, atom 84 (H): 0.33, atom 85 (H): 0.23, atom 86 (H): 0.35, atom 87 (H): 0.35, atom 88 (H): 0.38, atom 89 (H): 0.41, atom 90 (H): 0.08, atom 91 (H): 0.14, atom 92 (H): 0.44, atom 93 (H): 0.41, atom 94 (H): -0.01, atom 95 (H): 0.18, atom 96 (H): 0.33, atom 97 (H): 0.35


3.
Formula: C23H29F2OSi
Source: the OMol25 dataset
Level of theory: the ωB97M-V functional and the def2-TZVPD basis

Summary:
E_LUMO   -5.037 eV
Gap between HOMO and LUMO   0.2488 hartree
Energy   -1458.075873 hartree
Max |F|   3.8 eV/Å

```
! wB97M-V def2-TZVPD RIJCOSX def2/J DEFGRID3
* xyz 1 1
C 2.587 2.798 -3.115
Si 2.150 2.228 -1.397
C 3.308 0.969 -0.698
C 2.110 3.744 -0.295
O 0.674 1.383 -1.388
C -0.386 1.300 -0.587
C -0.849 -0.137 -0.312
C -2.363 -0.225 -0.081
C -3.137 0.347 -1.291
C -3.463 1.854 -1.305
C -2.253 2.772 -1.502
C -1.176 2.528 -0.401
H 3.670 2.996 -3.132
H 2.358 2.048 -3.883
H 2.069 3.732 -3.375
H 4.292 1.426 -0.557
H 2.954 0.616 0.280
H 3.426 0.107 -1.363
H 3.123 3.829 0.140
H 1.908 4.654 -0.887
H 1.381 3.664 0.529
H -0.746 -0.570 -1.319
H -2.661 -1.289 -0.012
H -2.653 0.243 0.875
H -2.576 0.112 -2.214
H -4.102 -0.187 -1.397
H -4.151 2.026 -2.148
H -4.002 2.156 -0.390
H -1.813 2.655 -2.512
H -2.603 3.816 -1.444
H -1.666 2.451 0.587
H -0.489 3.388 -0.402
F 1.768 -5.794 -1.760
C 1.306 -4.629 -1.187
C 2.120 -3.508 -1.205
C 1.655 -2.336 -0.627
C 0.398 -2.286 -0.030
C 0.006 -0.934 0.623
C -0.425 -1.188 2.089
C -0.781 -0.117 2.929
C -0.893 -0.297 4.321
C -0.720 -1.576 4.864
F -0.814 -1.783 6.225
C -0.366 -2.651 4.069
C -0.190 -2.419 2.710
C -0.412 -3.437 -0.017
C 0.053 -4.628 -0.576
H 3.097 -3.518 -1.691
H 2.274 -1.434 -0.589
H 0.972 -0.408 0.742
H -0.944 0.878 2.510
H -1.077 0.536 4.998
H -0.180 -3.646 4.465
H 0.141 -3.274 2.142
H -1.364 -3.446 0.536
H -0.544 -5.540 -0.546
*
```

Atomic charges from the Mulliken analysis, expressed in e, are listed below: atom 1 (C): -1.08, atom 2 (Si): 0.41, atom 3 (C): -1.08, atom 4 (C): -1.14, atom 5 (O): -0.15, atom 6 (C): -0.24, atom 7 (C): 0.63, atom 8 (C): -0.53, atom 9 (C): -1.02, atom 10 (C): -0.78, atom 11 (C): -0.72, atom 12 (C): -0.71, atom 13 (H): 0.35, atom 14 (H): 0.35, atom 15 (H): 0.33, atom 16 (H): 0.50, atom 17 (H): 0.37, atom 18 (H): 0.25, atom 19 (H): 0.41, atom 20 (H): 0.32, atom 21 (H): 0.39, atom 22 (H): 0.68, atom 23 (H): 0.41, atom 24 (H): 0.39, atom 25 (H): 0.33, atom 26 (H): 0.46, atom 27 (H): 0.41, atom 28 (H): 0.27, atom 29 (H): 0.33, atom 30 (H): 0.42, atom 31 (H): 0.26, atom 32 (H): 0.43, atom 33 (F): -0.32, atom 34 (C): 0.22, atom 35 (C): -0.60, atom 36 (C): -0.27, atom 37 (C): -0.58, atom 38 (C): 1.59, atom 39 (C): 0.17, atom 40 (C): -0.23, atom 41 (C): -0.94, atom 42 (C): 0.28, atom 43 (F): -0.31, atom 44 (C): -0.94, atom 45 (C): -0.44, atom 46 (C): 0.03, atom 47 (C): -0.88, atom 48 (H): 0.45, atom 49 (H): 0.02, atom 50 (H): -0.09, atom 51 (H): 0.22, atom 52 (H): 0.45, atom 53 (H): 0.46, atom 54 (H): 0.49, atom 55 (H): 0.54, atom 56 (H): 0.45